No. 1
C36H26BrN7O2PReS as an isolated structure in a non-equilibrium geometry, computed with wB97M-V/def2-TZVPD.

Last column: Löwdin spin population.
Cartesian coordinates (Å):
Re 0.0000 0.0000 0.0000  0.69
O -1.5261 2.8267 2.6575  0.01
C -1.0722 2.4024 1.5409  0.00
O -0.6946 1.2027 1.3429  0.02
C -0.9784 3.4482 0.4118  0.00
C -1.0106 4.8087 0.8089  0.00
C -0.9877 5.8570 -0.1099  0.00
C -0.9482 5.5747 -1.4648  0.00
C -0.9152 4.2466 -1.8913  0.00
C -0.9023 3.1644 -0.9803  0.00
P -0.8511 1.4737 -1.6139  0.03
C -0.0083 1.3505 -3.2035  0.01
C 1.0977 2.1466 -3.5330  0.00
C 1.8036 1.9512 -4.7264  0.00
C 1.4344 0.9331 -5.6017  0.00
C 0.3635 0.1067 -5.2817  0.00
C -0.3420 0.3107 -4.0924  0.00
C -2.6077 1.1432 -1.9193  0.00
C -3.3023 1.5714 -3.0582  0.00
C -4.6521 1.2491 -3.2359  0.00
C -5.3285 0.5042 -2.2712  0.00
C -4.6589 0.0876 -1.1246  0.00
C -3.3107 0.4068 -0.9511  -0.01
H -1.0690 5.0420 1.8729  0.00
H -1.0200 6.8828 0.2424  0.00
H -0.9521 6.3796 -2.1924  0.00
H -0.9122 4.0612 -2.9625  0.00
H 1.4454 2.9131 -2.8428  0.00
H 2.6589 2.5811 -4.9535  0.00
H 1.9957 0.7676 -6.5164  0.00
H 0.0860 -0.7134 -5.9377  0.00
H -1.1456 -0.3823 -3.8460  0.00
H -2.7973 2.1611 -3.8183  0.00
H -5.1745 1.5865 -4.1259  0.00
H -6.3776 0.2588 -2.4043  0.00
H -5.1762 -0.4772 -0.3543  0.00
H -2.8034 0.0861 -0.0384  0.00
N 2.3602 -0.7945 3.2386  0.01
C 3.3056 0.0747 2.7537  0.00
C 4.5539 0.4761 3.2336  0.00
C 5.2570 1.4021 2.4536  0.00
C 4.7298 1.8950 1.2568  0.00
C 3.4745 1.4752 0.7984  0.00
C 2.7537 0.5483 1.5646  0.00
N 1.5201 -0.0112 1.3346  0.02
C 1.3229 -0.8053 2.3554  0.03
C 0.0747 -1.5553 2.3988  0.01
C -0.3622 -2.4429 3.3520  0.01
S -1.9116 -3.0286 2.8878  0.00
C -1.8370 -2.0460 1.4778  0.00
N -0.7501 -1.3211 1.3323  0.02
H 2.4231 -1.3269 4.0921  0.00
H 4.9655 0.0955 4.1617  0.00
H 6.2349 1.7456 2.7858  0.00
H 5.2983 2.6137 0.6711  0.00
H 3.0578 1.8523 -0.1288  0.00
H 0.1151 -2.7733 4.2617  0.00
H -2.6422 -2.0295 0.7550  0.00
N -0.7528 -1.3035 -1.3035  0.01
C -1.1554 -2.2924 -1.7599  0.01
N -1.6518 -3.5527 -2.2891  0.01
C -2.0469 -3.3815 -3.6781  0.00
N -2.3741 -3.2889 -4.7884  0.00
Br 1.7051 2.7420 -0.8248  0.03
C 2.2134 1.1135 -1.6536  0.01
C 3.2632 1.1239 -2.5613  0.00
C 3.6273 -0.0775 -3.1633  0.00
C 2.9341 -1.2384 -2.8389  0.00
C 1.8999 -1.1496 -1.9211  0.01
N 1.5240 0.0000 -1.3213  0.04
H 3.7909 2.0405 -2.8003  0.00
H 4.4444 -0.1072 -3.8787  0.00
H 3.1927 -2.1901 -3.2899  0.00
H 1.3285 -2.0284 -1.6352  0.00
H -1.7247 0.0000 0.0000  -0.01

<S²>: 0.7555
energy relative to the best compared isomer or geometry (same formula, charge and spin): 0.000 eV
electronic energy: -5312.655542 Ha
multiplicity: 2
maximum force: 6.5 eV Å⁻¹
total charge: +1

No. 2
A single C2H4N2OS molecule in a non-equilibrium geometry, computed with wB97M-V/def2-TZVPD.

Last column: natural (NBO) charge in e.
Cartesian coordinates (Å):
C 0.1409 0.2901 0.5141  -0.31
C 0.9396 -0.6760 -0.4148  0.13
N -1.2931 0.2222 0.4037  -0.77
N 2.1477 -0.4671 -0.6246  -0.60
O -3.7032 0.4039 -0.0953  -0.84
S -2.3540 0.3271 -0.6724  1.44
H 0.4856 0.0332 1.5771  0.22
H 0.5887 1.2320 0.3665  0.22
H 0.5237 -1.6752 -0.9328  0.19
H 2.5242 0.3099 -0.1215  0.33

energy relative to the best compared isomer or geometry (same formula, charge and spin): 3.426 eV
electronic energy: -661.459645 Ha
maximum force: 3.1 eV Å⁻¹

No. 3
C23H14N2OPPdS2 as an isolated structure, computed with wB97M-V/def2-TZVPD.

Last column: natural (NBO) charge in e.
Cartesian coordinates (Å):
Pd 0.2605 -0.8121 -3.4719  0.36
O 3.4078 0.8567 -2.7838  -0.46
C 2.7067 0.6468 -1.8533  0.47
C 3.0718 0.0780 -0.5406  -0.10
C 4.3896 -0.2616 -0.2627  -0.15
C 4.6853 -0.8326 0.9645  -0.17
C 3.6779 -1.0687 1.8937  -0.15
C 2.3610 -0.7284 1.6153  -0.17
C 2.0647 -0.1456 0.3914  -0.40
P 0.4148 0.4008 -0.0677  1.49
C -0.0978 1.7913 0.9169  -0.46
C -0.3912 1.5448 2.2621  -0.13
C -0.7406 2.5989 3.0856  -0.22
C -0.7995 3.8888 2.5709  -0.15
C -0.5134 4.1285 1.2355  -0.18
C -0.1603 3.0813 0.3993  -0.15
C -0.7263 -0.9512 0.0433  -0.50
C -0.3099 -2.2198 -0.3699  -0.10
C -1.2172 -3.2637 -0.3740  -0.22
C -2.5270 -3.0434 0.0358  -0.14
C -2.9350 -1.7863 0.4630  -0.20
C -2.0385 -0.7311 0.4665  -0.15
H 5.1556 -0.0815 -1.0049  0.25
H 5.7057 -1.1034 1.1987  0.24
H 3.9198 -1.5247 2.8442  0.24
H 1.5847 -0.9251 2.3434  0.24
H -0.3642 0.5382 2.6623  0.21
H -0.9732 2.4152 4.1255  0.24
H -1.0783 4.7106 3.2166  0.24
H -0.5747 5.1316 0.8371  0.24
H 0.0338 3.2692 -0.6470  0.24
H 0.7115 -2.3898 -0.6908  0.22
H -0.9063 -4.2464 -0.7009  0.24
H -3.2386 -3.8582 0.0190  0.24
H -3.9577 -1.6242 0.7743  0.25
H -2.3608 0.2568 0.7665  0.25
S -1.1169 -2.4630 -4.3673  0.19
C -1.6715 -1.2352 -3.4780  -0.11
S 0.8763 1.0133 -2.0261  -0.01
C -2.7006 -0.5863 -2.8874  -0.48
C -2.4284 0.6553 -2.2470  0.35
N -2.1231 1.6348 -1.7219  -0.39
C -4.0141 -1.1449 -2.8358  0.27
N -5.0630 -1.6139 -2.8006  -0.27

electronic energy: -2334.995126 Ha
maximum force: 0.2 eV Å⁻¹
total charge: +1

No. 4
A single C4H4ClNO2 molecule in a non-equilibrium geometry, computed with wB97M-V/def2-TZVPD.

Last column: natural (NBO) charge in e.
Cartesian coordinates (Å):
C 1.0935 -1.0968 -1.4910  -0.25
C -0.1633 0.3648 -0.1145  0.37
C -0.2871 -0.3416 1.1188  -0.05
C -1.2042 1.6628 1.0972  0.42
H 0.9791 -1.3781 -2.5672  0.21
H 2.2584 -0.7113 -1.2874  0.18
H 0.8786 -2.0281 -0.6050  0.17
H 0.0900 -1.3488 1.4905  0.23
N -0.7785 1.5642 -0.0930  -0.45
O 0.2463 0.0073 -1.3463  -0.49
O -0.8811 0.5371 1.9332  -0.42
Cl -2.2318 2.7684 1.8647  0.08

energy relative to the best compared isomer or geometry (same formula, charge and spin): 2.356 eV
electronic energy: -820.161666 Ha
maximum force: 4.0 eV Å⁻¹